1.
214
Properties=species:S:1:pos:R:3:lowdin_spin:R:1 method="wB97M-V/def2-TZVPD" homo_ev="-2.8 / -2.8" max_force_ev_per_a=3.9 e_tot_ev=-120485.703 charge=-1 orbital_gap_ev="3.87 / 3.87" lumo_ev="1.10 / 1.10" spin_multiplicity=3
Pt -1.81 -2.79 -1.37 1.62
C 1.09 -0.57 0.65 0.00
C -0.30 0.00 0.24 0.02
C -0.06 1.25 -0.68 0.00
O -1.07 -1.05 -0.26 0.06
H 1.78 0.14 1.09 0.00
H 1.73 -1.08 -0.08 0.00
H 0.93 -1.28 1.46 0.00
H -0.73 0.31 1.19 0.00
H 0.58 0.95 -1.50 0.00
H 0.48 2.07 -0.21 0.00
H -0.94 1.75 -1.09 0.00
C 5.75 0.93 1.19 0.00
C 6.71 0.94 -0.02 0.00
C 6.89 2.34 -0.62 0.00
O 7.89 0.24 0.17 0.00
H 6.23 1.47 2.01 0.00
H 5.51 -0.10 1.46 0.00
H 4.87 1.50 0.91 0.00
H 6.20 0.46 -0.85 0.00
H 7.45 2.99 0.05 0.00
H 5.89 2.76 -0.70 0.00
H 7.47 2.35 -1.54 0.00
C -2.69 -6.59 1.14 0.01
C -3.31 -5.37 0.35 0.01
C -4.47 -4.61 1.12 0.00
O -2.39 -4.38 0.00 0.06
H -3.41 -7.37 1.40 0.00
H -2.28 -6.19 2.07 0.00
H -1.77 -7.07 0.77 0.00
H -3.71 -5.79 -0.58 0.00
H -4.16 -4.38 2.14 0.00
H -5.29 -5.33 1.16 0.00
H -4.87 -3.70 0.66 0.00
C 0.81 -4.49 -2.41 0.01
O 0.26 -3.48 -2.04 0.04
N 1.36 -5.40 -1.52 0.01
C 2.26 -6.47 -2.03 0.00
C 1.20 -5.36 -0.05 0.00
H 1.22 -4.64 -3.42 0.00
H 2.62 -6.41 -3.06 0.00
H 1.78 -7.43 -1.83 0.00
H 3.19 -6.41 -1.46 0.00
H 0.35 -5.90 0.37 0.00
H 2.07 -5.67 0.52 0.00
H 0.94 -4.35 0.25 0.00
C 0.73 -4.47 3.76 0.00
O 1.79 -4.84 4.11 0.00
N 0.26 -3.23 3.93 0.00
C -1.08 -2.84 3.48 0.00
C 1.11 -2.22 4.53 0.00
H -0.01 -5.12 3.28 0.00
H -1.63 -2.52 4.36 0.00
H -1.69 -3.65 3.09 0.00
H -1.14 -1.96 2.85 0.00
H 1.08 -1.30 3.95 0.00
H 0.82 -2.04 5.57 0.00
H 2.18 -2.43 4.53 0.00
C -2.92 -4.92 -3.93 0.01
O -2.48 -4.19 -3.05 0.04
N -3.01 -4.62 -5.22 0.00
C -3.64 -5.47 -6.20 0.00
C -2.39 -3.43 -5.77 0.00
H -3.25 -5.95 -3.71 0.00
H -3.07 -5.53 -7.12 0.00
H -4.53 -4.88 -6.43 0.00
H -3.75 -6.48 -5.79 0.00
H -2.91 -3.05 -6.66 0.00
H -2.42 -2.56 -5.12 0.00
H -1.36 -3.64 -6.05 0.00
C 7.06 -0.84 3.73 0.00
O 8.24 -0.79 3.41 0.00
N 6.63 -1.69 4.72 0.00
C 5.25 -1.80 5.07 0.00
C 7.65 -2.34 5.63 0.00
H 6.26 -0.29 3.21 0.00
H 4.61 -1.24 4.38 0.00
H 5.17 -1.35 6.06 0.00
H 5.02 -2.86 5.12 0.00
H 8.69 -2.30 5.33 0.00
H 7.63 -1.75 6.55 0.00
H 7.44 -3.38 5.85 0.00
C -4.58 -0.93 -1.59 0.01
O -3.86 -1.83 -1.26 0.05
N -5.86 -1.12 -2.00 0.00
C -6.53 -2.43 -2.17 0.00
C -6.53 0.01 -2.51 0.00
H -4.24 0.12 -1.58 0.00
H -7.32 -2.37 -2.92 0.00
H -7.02 -2.76 -1.25 0.00
H -5.96 -3.21 -2.67 0.00
H -7.34 0.37 -1.88 0.00
H -5.96 0.92 -2.70 0.00
H -6.92 -0.16 -3.52 0.00
C -6.72 0.38 3.17 0.00
O -5.93 1.03 3.83 0.00
N -6.41 -0.69 2.32 0.00
C -7.39 -1.17 1.38 0.00
C -5.12 -1.38 2.39 0.00
H -7.78 0.66 3.05 0.00
H -7.06 -1.33 0.36 0.00
H -8.17 -0.44 1.22 0.00
H -8.04 -1.98 1.72 0.00
H -5.41 -2.40 2.62 0.00
H -4.64 -1.47 1.41 0.00
H -4.45 -0.94 3.12 0.00
C 1.31 4.84 -1.62 0.00
O 0.75 5.50 -2.52 0.00
N 2.53 4.21 -1.58 0.00
C 3.15 3.79 -0.29 0.00
C 3.44 4.11 -2.78 0.00
H 0.78 4.68 -0.66 0.00
H 3.06 2.71 -0.17 0.00
H 2.66 4.23 0.57 0.00
H 4.19 4.11 -0.28 0.00
H 2.80 4.33 -3.63 0.00
H 4.32 4.76 -2.70 0.00
H 3.91 3.13 -2.81 0.00
C -2.24 2.66 5.55 0.00
O -2.61 3.16 6.61 0.00
N -2.25 1.33 5.28 0.00
C -2.83 0.34 6.18 0.00
C -1.48 0.92 4.13 0.00
H -1.80 3.24 4.72 0.00
H -2.17 -0.46 6.51 0.00
H -3.62 -0.22 5.69 0.00
H -3.34 0.81 7.02 0.00
H -1.04 1.60 3.40 0.00
H -0.74 0.13 4.25 0.00
H -2.26 0.46 3.52 0.00
C -3.22 6.25 -6.33 0.00
O -4.06 6.81 -7.00 0.00
N -2.71 6.62 -5.17 0.00
C -1.69 5.81 -4.53 0.00
C -3.13 7.79 -4.42 0.00
H -2.69 5.39 -6.77 0.00
H -1.89 5.71 -3.47 0.00
H -0.67 6.21 -4.48 0.00
H -1.63 4.82 -4.99 0.00
H -2.22 8.15 -3.93 0.00
H -3.60 8.64 -4.91 0.00
H -3.90 7.53 -3.69 0.00
C -0.82 -0.64 -3.68 0.01
O -1.45 -1.54 -3.22 0.03
N -1.42 0.23 -4.59 0.00
C -0.81 1.54 -4.73 0.00
C -2.83 0.12 -4.84 0.00
H 0.20 -0.38 -3.35 0.00
H -1.15 2.17 -5.55 0.00
H 0.23 1.55 -5.07 0.00
H -0.82 2.25 -3.90 0.00
H -2.95 0.21 -5.92 0.00
H -3.26 -0.85 -4.60 0.00
H -3.47 0.84 -4.34 0.00
C 4.77 -5.33 1.77 0.00
O 5.45 -6.29 1.47 0.00
N 4.71 -4.26 0.93 0.00
C 3.75 -3.20 1.19 0.00
C 5.52 -4.08 -0.21 0.00
H 4.21 -5.18 2.70 0.00
H 2.97 -3.36 0.44 0.00
H 4.10 -2.19 1.01 0.00
H 3.33 -3.18 2.19 0.00
H 6.18 -3.24 0.01 0.00
H 6.15 -4.93 -0.46 0.00
H 4.83 -3.97 -1.06 0.00
C -3.59 3.36 -1.24 0.00
O -4.24 2.77 -2.11 0.00
N -3.65 3.09 0.11 0.00
C -4.51 2.10 0.75 0.00
C -2.86 3.85 1.11 0.00
H -2.70 3.98 -1.39 0.00
H -3.90 1.31 1.21 0.00
H -5.12 1.77 -0.10 0.00
H -5.25 2.47 1.45 0.00
H -2.04 4.44 0.71 0.00
H -3.42 4.53 1.75 0.00
H -2.51 3.12 1.85 0.00
C 1.56 2.60 5.01 0.00
O 1.11 3.71 5.17 0.00
N 2.14 2.09 3.88 0.00
C 2.79 0.77 3.88 0.00
C 2.26 2.83 2.67 0.00
H 1.53 1.82 5.79 0.00
H 3.88 0.83 3.86 0.00
H 2.51 0.36 2.91 0.00
H 2.57 0.10 4.71 0.00
H 1.47 3.58 2.61 0.00
H 3.21 3.37 2.70 0.00
H 2.29 2.23 1.76 0.00
C 0.57 6.78 1.97 0.00
O 0.68 5.61 1.59 0.00
N 1.28 7.80 1.45 0.00
C 0.86 9.25 1.48 0.00
C 2.48 7.62 0.62 0.00
H -0.12 7.20 2.71 0.00
H 0.35 9.59 2.39 0.00
H 0.24 9.46 0.61 0.00
H 1.76 9.85 1.48 0.00
H 2.95 6.64 0.67 0.00
H 2.41 7.93 -0.42 0.00
H 3.27 8.25 1.04 0.00
C 2.53 -1.36 -4.87 0.00
O 2.18 -0.49 -5.69 0.00
N 3.15 -0.98 -3.71 0.00
C 3.42 -1.95 -2.68 0.00
C 3.43 0.43 -3.41 0.00
H 2.33 -2.44 -4.94 0.00
H 4.48 -2.10 -2.46 0.00
H 3.00 -2.93 -2.86 0.00
H 2.91 -1.72 -1.74 0.00
H 3.42 0.97 -4.36 0.00
H 2.54 0.73 -2.86 0.00
H 4.41 0.67 -2.99 0.00

2.
194
Properties=species:S:1:pos:R:3:lowdin_charge:R:1 method="wB97M-V/def2-TZVPD" de_lowest_kj_mol=190.4 homo_ev=-8.1 max_force_ev_per_a=3.2 e_tot_ev=-76707.161 orbital_gap_ev=8.52 lumo_ev=0.41 smiles="CCN(CC)CC.CCN(CC)CC.CCN(CC)CC.CCN(CC)CC.CCN(CC)CC.CCN(CC)CC.CCN(CC)CC.CC(C)=O.CC(C)=O.CC(C)=O.CC(C)=O"
C 1.03 -4.56 3.70 -0.08
C -0.36 -5.10 3.99 -0.25
N -1.24 -5.22 2.82 -0.18
C -2.56 -5.64 3.28 -0.27
C -3.37 -6.28 2.17 -0.08
C -1.20 -4.16 1.82 -0.25
C -1.93 -2.89 2.23 -0.07
H 1.67 -4.56 4.58 0.08
H 1.02 -3.57 3.24 0.05
H 1.46 -5.24 2.96 0.06
H -0.29 -6.08 4.44 0.11
H -0.84 -4.43 4.72 0.11
H -2.36 -6.37 4.06 0.11
H -3.14 -4.80 3.68 0.11
H -2.87 -7.19 1.84 0.08
H -4.41 -6.48 2.44 0.08
H -3.45 -5.63 1.29 0.04
H -1.57 -4.50 0.84 0.09
H -0.15 -3.95 1.60 0.08
H -1.80 -2.24 1.36 0.06
H -1.46 -2.35 3.05 0.07
H -2.99 -2.95 2.47 0.06
C 4.61 -4.21 -1.51 -0.07
C 3.71 -5.36 -1.11 -0.27
N 2.35 -4.96 -0.78 -0.17
C 1.74 -5.84 0.22 -0.27
C 1.33 -7.24 -0.14 -0.08
C 1.56 -4.89 -1.99 -0.25
C 0.12 -4.38 -1.88 -0.08
H 4.49 -3.80 -2.51 0.06
H 5.63 -4.58 -1.37 0.08
H 4.56 -3.42 -0.76 0.05
H 3.78 -6.24 -1.76 0.11
H 4.16 -5.88 -0.25 0.11
H 2.39 -5.86 1.10 0.10
H 0.86 -5.36 0.65 0.07
H 1.95 -7.75 -0.89 0.07
H 1.20 -7.88 0.72 0.08
H 0.37 -7.21 -0.66 0.07
H 1.55 -5.89 -2.47 0.12
H 2.05 -4.27 -2.75 0.10
H -0.31 -4.33 -2.89 0.05
H -0.02 -3.31 -1.66 0.06
H -0.57 -4.90 -1.22 0.06
C 6.50 -0.27 -0.99 -0.08
C 5.26 0.09 -0.18 -0.27
N 4.57 -1.04 0.40 -0.18
C 3.20 -0.73 0.74 -0.26
C 2.29 -1.96 0.88 -0.07
C 5.32 -1.67 1.49 -0.23
C 5.65 -0.74 2.68 -0.08
H 6.85 0.64 -1.49 0.07
H 6.31 -1.02 -1.75 0.07
H 7.31 -0.61 -0.33 0.06
H 5.52 0.80 0.62 0.11
H 4.63 0.68 -0.84 0.11
H 3.02 -0.18 1.68 0.11
H 2.79 -0.13 -0.08 0.10
H 2.23 -2.55 -0.03 0.06
H 2.62 -2.65 1.67 0.06
H 1.30 -1.63 1.18 0.05
H 6.25 -2.12 1.15 0.11
H 4.71 -2.47 1.90 0.10
H 6.24 -1.38 3.35 0.07
H 4.77 -0.37 3.19 0.05
H 6.37 0.06 2.50 0.06
C -1.36 8.30 2.87 -0.09
C -0.80 7.12 3.66 -0.26
N 0.64 7.21 3.84 -0.20
C 1.13 6.23 4.78 -0.26
C 2.60 6.43 5.13 -0.10
C 1.46 7.52 2.69 -0.25
C 1.63 6.36 1.69 -0.06
H -2.45 8.32 2.82 0.07
H -1.06 8.16 1.83 0.07
H -1.04 9.26 3.27 0.08
H -1.36 7.00 4.59 0.11
H -1.07 6.24 3.05 0.09
H 0.95 5.19 4.46 0.11
H 0.66 6.30 5.76 0.11
H 2.81 5.91 6.08 0.07
H 2.89 7.46 5.30 0.08
H 3.32 5.99 4.44 0.07
H 1.06 8.44 2.27 0.10
H 2.42 7.86 3.07 0.10
H 0.82 5.64 1.78 0.06
H 1.88 6.69 0.69 0.06
H 2.55 5.87 2.04 0.07
C -5.65 -0.56 -2.96 -0.07
C -4.95 -1.10 -1.71 -0.26
N -5.01 -2.54 -1.63 -0.19
C -4.67 -3.34 -2.80 -0.26
C -3.33 -3.11 -3.48 -0.09
C -4.50 -3.08 -0.37 -0.27
C -5.60 -3.58 0.56 -0.07
H -5.36 -1.11 -3.85 0.06
H -5.38 0.47 -3.18 0.06
H -6.74 -0.63 -2.87 0.08
H -3.93 -0.66 -1.73 0.10
H -5.37 -0.70 -0.77 0.11
H -4.66 -4.39 -2.49 0.11
H -5.54 -3.39 -3.47 0.11
H -3.16 -2.16 -3.99 0.07
H -2.56 -3.29 -2.73 0.06
H -3.22 -3.93 -4.20 0.08
H -3.84 -2.38 0.14 0.09
H -3.83 -3.91 -0.59 0.10
H -6.30 -2.83 0.93 0.07
H -5.12 -3.99 1.45 0.05
H -6.11 -4.36 -0.02 0.08
C -5.60 2.12 2.37 -0.07
C -4.09 1.91 2.11 -0.26
N -3.27 3.10 1.83 -0.17
C -3.47 4.19 2.80 -0.25
C -3.18 3.69 4.21 -0.07
C -3.58 3.57 0.48 -0.26
C -2.59 4.49 -0.24 -0.05
H -6.00 1.13 2.61 0.07
H -6.07 2.54 1.48 0.07
H -5.78 2.76 3.23 0.06
H -3.67 1.50 3.03 0.10
H -3.91 1.18 1.33 0.10
H -2.75 4.97 2.55 0.08
H -4.46 4.68 2.72 0.12
H -2.91 4.49 4.90 0.07
H -4.12 3.22 4.50 0.06
H -2.41 2.92 4.25 0.06
H -4.60 3.99 0.46 0.11
H -3.63 2.68 -0.16 0.10
H -1.74 3.87 -0.55 0.06
H -2.26 5.34 0.37 0.06
H -2.91 4.86 -1.21 0.05
C 0.95 1.32 -5.42 -0.09
C 2.00 0.22 -5.38 -0.25
N 1.43 -1.05 -5.78 -0.20
C 2.36 -1.93 -6.47 -0.24
C 3.34 -2.73 -5.57 -0.08
C 0.62 -1.70 -4.77 -0.25
C -0.25 -2.79 -5.40 -0.08
H 1.42 2.32 -5.41 0.07
H 0.22 1.40 -4.62 0.04
H 0.48 1.32 -6.41 0.08
H 2.79 0.56 -6.05 0.11
H 2.47 0.15 -4.38 0.12
H 1.83 -2.62 -7.13 0.10
H 3.02 -1.35 -7.13 0.11
H 2.86 -3.30 -4.78 0.04
H 3.82 -3.46 -6.23 0.07
H 4.15 -2.10 -5.20 0.07
H -0.10 -0.96 -4.39 0.11
H 1.20 -2.04 -3.90 0.10
H -0.69 -2.35 -6.30 0.09
H -1.05 -3.05 -4.72 0.03
H 0.33 -3.62 -5.81 0.07
C 3.98 4.36 -2.92 -0.02
C 2.60 4.79 -3.32 -0.48
C 1.60 5.12 -2.21 -0.01
O 2.42 5.24 -4.43 0.06
H 4.60 5.24 -2.75 0.09
H 4.37 3.79 -3.76 0.08
H 3.94 3.73 -2.03 0.07
H 1.73 6.07 -1.70 0.08
H 1.68 4.36 -1.43 0.06
H 0.61 5.06 -2.65 0.05
C -0.54 0.02 -0.38 -0.01
C 0.08 1.40 -0.56 -0.49
C 0.49 2.14 0.68 0.00
O 0.18 1.90 -1.66 0.05
H -1.61 0.02 -0.61 0.08
H -0.44 -0.29 0.66 0.05
H -0.11 -0.78 -0.99 0.08
H 1.53 1.78 0.68 0.09
H 0.03 1.78 1.60 0.06
H 0.45 3.21 0.55 0.07
C -2.90 2.44 -3.41 -0.01
C -2.36 3.84 -3.69 -0.50
C -1.02 3.94 -4.35 -0.03
O -3.05 4.82 -3.53 0.05
H -3.76 2.56 -2.76 0.07
H -2.08 1.98 -2.85 0.06
H -3.16 1.94 -4.34 0.09
H -0.34 3.25 -3.85 0.04
H -0.60 4.94 -4.27 0.08
H -1.12 3.56 -5.36 0.10
C 1.13 -0.78 5.51 -0.02
C 1.56 0.55 4.97 -0.50
C 0.46 1.61 4.80 -0.01
O 2.67 0.79 4.59 0.07
H 0.47 -1.22 4.76 0.08
H 0.57 -0.68 6.45 0.08
H 2.00 -1.40 5.71 0.08
H 0.78 2.60 5.11 0.08
H -0.42 1.41 5.42 0.07
H 0.14 1.50 3.76 0.06